(1)
The following is a DFT calculation (wB97M-V/def2-TZVPD) of a molecular structure, C4H3Br2NO.

Last column: natural (NBO) charge in e.
Element x y z (Å)
C (-0.2149, 0.2785, 2.1846)  0.191
C (-0.1319, -0.6630, -1.6796)  0.299
C (-0.8648, 0.4569, 0.9825)  -0.400
C (0.7801, -0.0261, -0.7006)  -0.343
N (0.4501, 0.2286, 3.1210)  -0.251
O (-0.2339, -1.8644, -1.7846)  -0.488
Br (1.4050, 1.6774, -0.9736)  0.171
Br (2.0372, -1.1793, 0.1467)  0.173
H (-0.5975, 0.0010, -2.5584)  0.154
H (-0.9454, 1.4303, 0.5973)  0.236
H (-1.6839, -0.3398, 0.6646)  0.260

Results
Charge ... 0
Gap between HOMO and LUMO (alpha / beta) ... 7.37 / 7.37 eV
Largest force on an atom ... 0.0969 Eh/bohr
LUMO energy (alpha / beta) ... -1.93 / -2.01 eV
Electronic energy ... -5432.107101 a.u.

(2)
The following is a DFT calculation (wB97M-V/def2-TZVPD) of a molecular structure, C20H28NO5RuS.

Last column: natural (NBO) charge in e.
Element x y z (Å)
Ru (0.3583, -0.1505, -0.3501)  1.227
C (-1.7041, 1.7297, -2.4296)  -0.252
O (-1.3933, 1.6296, -1.0360)  -0.573
C (-1.0629, 2.8850, -0.4508)  -0.086
C (0.4222, 3.1203, -0.3813)  -0.103
O (0.9198, 2.3671, 0.7077)  -0.567
C (2.2468, 2.7220, 1.0685)  -0.246
H (-2.5942, 2.3500, -2.5625)  0.169
H (-1.8878, 0.7265, -2.7896)  0.238
H (-0.8724, 2.1654, -2.9897)  0.175
H (-1.4492, 2.8772, 0.5696)  0.200
H (-1.5414, 3.6983, -1.0008)  0.186
H (0.6116, 4.1870, -0.2177)  0.180
H (0.9138, 2.8178, -1.3152)  0.191
H (2.3282, 3.8077, 1.1729)  0.166
H (2.9587, 2.3561, 0.3285)  0.205
H (2.4489, 2.2530, 2.0296)  0.190
O (0.3178, -2.2827, -3.6081)  -0.596
C (-0.2849, -2.0815, -2.5785)  0.778
O (-0.5294, -0.8885, -2.0636)  -0.776
C (-0.9085, -3.2151, -1.8312)  -0.105
C (-1.7756, -4.0771, -2.4913)  -0.184
C (-2.3830, -5.1207, -1.8099)  -0.235
C (-2.1143, -5.3044, -0.4584)  -0.207
C (-1.2433, -4.4505, 0.1997)  -0.221
C (-0.6283, -3.4007, -0.4853)  -0.179
S (0.5791, -2.4554, 0.3719)  -0.093
H (-1.9625, -3.9227, -3.5471)  0.221
H (-3.0545, -5.7899, -2.3337)  0.211
H (-2.5811, -6.1194, 0.0813)  0.210
H (-1.0166, -4.5950, 1.2499)  0.215
C (4.3236, 0.7991, -1.6956)  -0.611
C (3.0306, 0.0013, -1.8033)  0.091
C (2.3021, 0.3573, -3.0928)  -0.646
O (2.2660, 0.2741, -0.6447)  -0.739
H (4.9440, 0.6256, -2.5760)  0.211
H (4.8813, 0.5115, -0.8024)  0.210
H (4.0915, 1.8671, -1.6329)  0.192
H (3.2911, -1.0639, -1.8403)  0.165
H (1.9785, 1.4044, -3.0478)  0.179
H (1.4287, -0.2768, -3.2343)  0.252
H (2.9570, 0.2261, -3.9567)  0.211
C (-2.0090, 0.9786, 5.6419)  -0.639
C (-1.4986, 0.6420, 4.2702)  0.051
C (-0.1737, 0.2773, 4.0561)  -0.250
C (0.2592, -0.0085, 2.7773)  0.084
N (-0.5522, 0.0486, 1.7203)  -0.481
C (-1.8311, 0.3780, 1.9115)  0.055
C (-2.3366, 0.6787, 3.1597)  -0.250
H (-1.1907, 1.2379, 6.3121)  0.224
H (-2.5378, 0.1249, 6.0713)  0.235
H (-2.7088, 1.8130, 5.6003)  0.226
H (0.5205, 0.2135, 4.8845)  0.224
H (1.2841, -0.2967, 2.5800)  0.221
H (-2.4565, 0.4042, 1.0273)  0.222
H (-3.3813, 0.9439, 3.2656)  0.224

Results
Charge ... 0
Gap between HOMO and LUMO (alpha / beta) ... 6.82 / 7.17 eV
Largest force on an atom ... 0.0394 Eh/bohr
Spin multiplicity ... 2
LUMO energy (alpha / beta) ... -0.45 / 0.02 eV
Electronic energy ... -1702.853069 a.u.

(3)
The following is a DFT calculation (wB97M-V/def2-TZVPD) of a molecular structure, C11H28F6NO10S2V2.

Last column: natural (NBO) charge in e.
Element x y z (Å)
V (-22.6695, 1.1735, -0.2096)  1.510
V (-19.9498, -0.3609, -1.2488)  1.616
C (-22.8399, -1.6248, -2.1048)  -0.246
O (-22.1971, -0.7397, -1.2237)  -0.982
H (-22.3448, -2.6027, -2.0382)  0.171
H (-23.8928, -1.7371, -1.8324)  0.175
H (-22.7970, -1.4028, -3.1797)  0.161
C (-22.0549, -1.8631, 2.5469)  0.794
F (-22.6927, -2.3091, 1.4791)  -0.301
F (-22.9026, -1.5717, 3.5034)  -0.280
F (-21.2152, -2.8105, 2.9413)  -0.291
S (-20.9527, -0.3213, 2.1349)  2.165
O (-20.0667, -0.1168, 3.2516)  -0.829
O (-20.2262, -0.7536, 0.9323)  -1.012
N (-22.1200, 0.8844, 1.8457)  -1.257
S (-22.4506, 1.7583, 3.1141)  2.197
O (-23.6782, 2.4754, 2.8016)  -0.941
O (-22.4037, 1.1178, 4.4151)  -0.862
C (-21.1266, 3.1167, 3.2436)  0.748
F (-21.2008, 3.5622, 4.4872)  -0.290
F (-19.8948, 2.6552, 3.0669)  -0.302
F (-21.3777, 4.1377, 2.4343)  -0.303
O (-20.7070, 1.5494, -0.7949)  -1.222
H (-20.3585, 2.4003, -1.0610)  0.496
C (-27.0978, -2.7664, -2.0316)  -0.666
C (-26.8142, -1.7845, -3.1615)  -0.069
O (-27.9431, -1.8684, -4.0476)  -0.709
H (-26.9621, -3.8310, -2.2528)  0.216
H (-28.1368, -2.8300, -1.6907)  0.228
H (-26.5597, -2.5802, -1.0966)  0.200
H (-25.9564, -2.1203, -3.7534)  0.166
H (-26.6883, -0.7796, -2.7626)  0.173
H (-28.1975, -2.7948, -4.0314)  0.463
C (-24.0312, 0.7403, -5.8581)  -0.625
C (-22.6324, 1.3016, -6.0226)  -0.060
O (-22.0544, 1.5102, -4.7366)  -0.748
H (-24.6618, 1.4092, -5.2705)  0.214
H (-23.9619, -0.1709, -5.2576)  0.197
H (-24.4955, 0.5003, -6.8122)  0.228
H (-22.6332, 2.2570, -6.5518)  0.178
H (-22.0292, 0.5542, -6.5463)  0.161
H (-21.1683, 1.1660, -4.6635)  0.459
C (-19.7381, -4.9124, -5.5917)  -0.634
C (-19.4027, -3.4437, -5.3074)  -0.080
O (-19.8046, -3.1844, -3.9705)  -0.725
H (-20.6611, -5.3015, -5.1601)  0.222
H (-18.9056, -5.5435, -5.2778)  0.212
H (-19.8897, -5.1349, -6.6519)  0.223
H (-20.0180, -2.8668, -6.0008)  0.169
H (-18.3255, -3.4222, -5.4788)  0.179
H (-20.1019, -2.2791, -3.8719)  0.443
C (-26.3108, -0.4049, 2.0433)  -0.672
C (-25.6047, -0.3778, 0.6843)  -0.077
O (-24.6636, 0.7024, 0.6435)  -0.794
H (-25.7145, -0.2424, 2.9372)  0.235
H (-26.8480, -1.3613, 2.0329)  0.239
H (-27.2324, 0.1877, 2.0944)  0.229
H (-26.3651, -0.2883, -0.0923)  0.190
H (-25.1981, -1.3906, 0.6741)  0.195
H (-24.9584, 1.2732, 1.3719)  0.526

Results
Charge ... +1
Gap between HOMO and LUMO (alpha / beta) ... 7.44 / 7.40 eV
Largest force on an atom ... 0.0883 Eh/bohr
Spin multiplicity ... 7
LUMO energy (alpha / beta) ... -5.01 / -5.08 eV
Electronic energy ... -4526.306268 a.u.

One value per record, in order, for ΔE to the lowest compared entry with this formula, charge and spin: 216.8, 229.9, 232.7 kJ/mol.